Entry 1:
Molecular formula: C23H46FN5O8S
Method: DFT, ωB97M-V with the def2-TZVPD basis set

Geometry as XYZ:
```
84
Properties=species:S:1:pos:R:3
C -0.83776 -4.60803 1.21253
C -0.96145 -3.29042 0.45179
C 0.22806 -3.08977 -0.53133
C -0.20221 -2.72078 -1.94852
C 1.01499 -2.41805 -2.87631
C 2.00394 -1.39917 -2.26844
C 3.19261 -1.97948 -1.49269
C 4.45901 -2.19305 -2.33480
F 5.56768 -1.65597 -1.68402
C 1.66420 -3.75304 -3.25185
C 0.86520 -4.39320 -4.35817
N 1.33341 -5.74128 -4.70027
C 1.26895 -6.61851 -3.85054
O 1.24131 -7.42370 -3.03988
O -0.55367 -4.34588 -4.15193
S -1.09893 -4.13440 -2.66099
O -0.88516 -5.31443 -1.87936
O -2.46736 -3.73844 -2.82011
H -1.79793 -4.90954 1.62488
H -0.51197 -5.41623 0.56062
H -0.09019 -4.51808 2.00173
H -0.98634 -2.48629 1.17837
H -1.90181 -3.23784 -0.09506
H 0.87309 -2.31369 -0.12458
H 0.81016 -4.01020 -0.52440
H -0.86527 -1.86193 -1.90353
H 0.62268 -1.97929 -3.79703
H 2.34685 -0.74972 -3.07268
H 1.44007 -0.79436 -1.55812
H 2.93988 -2.86916 -0.92451
H 3.47617 -1.22250 -0.75888
H 4.63841 -3.25634 -2.49182
H 4.33923 -1.67660 -3.28755
H 2.64538 -3.55109 -3.67988
H 1.80694 -4.38978 -2.38048
H 1.03605 -3.80475 -5.25581
C 3.45876 3.88499 -1.20044
N 3.16738 2.60507 -0.58181
C 1.94861 2.08242 -0.27916
C 0.74076 2.91623 -0.62341
O 1.86286 0.98332 0.25047
H 4.00523 3.73221 -2.13302
H 4.07789 4.48856 -0.53433
H 2.54291 4.42682 -1.41281
H 3.93907 2.00629 -0.33257
H -0.15377 2.37763 -0.32419
H 0.76895 3.86341 -0.09791
H 0.69641 3.10041 -1.69673
C -2.57170 -2.19768 6.28641
N -2.45518 -1.91703 4.86982
C -2.85200 -2.68641 3.82641
C -3.50111 -4.01406 4.14736
O -2.68664 -2.31612 2.67404
H -3.16501 -1.42014 6.77087
H -1.58157 -2.20636 6.74530
H -3.04589 -3.15832 6.45615
H -2.02525 -1.04248 4.59429
H -3.75937 -4.50573 3.21487
H -2.81535 -4.65441 4.70345
H -4.41120 -3.86734 4.73031
C 0.88056 4.15065 3.13757
N 0.53849 2.87740 3.74279
C -0.69374 2.38071 4.01107
C -1.88299 3.23854 3.64798
O -0.82162 1.27811 4.51937
H 1.44502 3.95648 2.22372
H 1.50947 4.72210 3.82259
H -0.00528 4.72731 2.89719
H 1.28793 2.25469 3.99989
H -2.78800 2.70401 3.91854
H -1.85657 4.18427 4.19069
H -1.89854 3.43742 2.57562
C -3.59012 6.72192 -2.33877
N -2.61205 6.07119 -1.48545
C -1.26012 6.14091 -1.55136
C -0.65760 6.99605 -2.64041
O -0.56626 5.52642 -0.75296
H -4.23318 7.36805 -1.73974
H -4.21358 5.97191 -2.82713
H -3.10303 7.32127 -3.09950
H -2.94885 5.48414 -0.73867
H 0.42363 6.94708 -2.55937
H -0.95300 6.63151 -3.62471
H -0.97028 8.03483 -2.53189
```

**Highest occupied orbital energy**: -8.982 eV
**Kohn-Sham gap**: 0.3425 Ha
**SMILES string**: CCC[C@H]1[C@@H](CCCF)C[C@@H](N=C=O)OS1(=O)=O.CNC(C)=O.CNC(C)=O.CNC(C)=O.CNC(C)=O

Electronic structure analysis, Löwdin charges in units of e: C -0.0992; C -0.2327; C -0.1852; C -0.2635; C -0.2724; C -0.1482; C -0.1628; C -0.2061; F -0.0630; C -0.1120; C -0.3498; N 0.1722; C -0.3192; O 0.2244; O -0.1591; S 0.6759; O -0.2407; O -0.2620; H 0.0607; H 0.0563; H 0.0782; H 0.0844; H 0.1032; H 0.1129; H 0.1018; H 0.1449; H 0.1448; H 0.1170; H 0.0930; H 0.1052; H 0.1104; H 0.1104; H 0.1112; H 0.1252; H 0.1269; H 0.1513; C -0.0729; N 0.0110; C -0.5522; C -0.0221; O 0.0180; H 0.0821; H 0.0823; H 0.0693; H 0.1378; H 0.0894; H 0.0429; H 0.0879; C -0.0773; N 0.0189; C -0.5370; C -0.0131; O 0.0268; H 0.0821; H 0.0831; H 0.0683; H 0.1214; H 0.0759; H 0.0843; H 0.0816; C -0.0643; N 0.0175; C -0.5492; C -0.0073; O 0.0232; H 0.0707; H 0.0835; H 0.0742; H 0.1419; H 0.0814; H 0.0833; H 0.0795; C -0.0713; N 0.0113; C -0.5356; C -0.0060; O 0.0117; H 0.0843; H 0.0851; H 0.0712; H 0.1404; H 0.0794; H 0.0862; H 0.0858



Entry 2:
Molecular formula: C23H46I2N2O7
Method: DFT, ωB97M-V with the def2-TZVPD basis set

Geometry as XYZ:
```
80
Properties=species:S:1:pos:R:3
C 1.54407 -4.43658 3.27030
C 0.10708 -5.23327 3.07709
I -0.60976 -6.18764 4.94783
C -1.07000 -4.29632 2.39480
I -3.11353 -4.83448 3.06338
C -0.76010 -2.68114 2.56709
C -0.58598 -1.78083 1.20613
C -0.24781 -0.14877 1.23116
N -0.13402 0.53329 -0.10289
C 0.21766 1.98348 0.07477
C 0.43829 2.71252 1.51164
N 0.27781 2.04433 2.84786
C -0.06766 0.59300 2.66737
C -0.27391 -0.30128 4.05888
C -0.62205 -1.90311 4.00736
O -0.76408 -2.62637 5.30365
H 2.33768 -5.27643 3.55862
H 1.54265 -3.67029 4.16507
H 1.87093 -3.83094 2.29973
H 0.32648 -6.12385 2.31802
H -1.03621 -4.51900 1.22244
H -0.69282 -2.31284 0.15319
H 0.34310 2.64287 -0.90162
H 0.72629 3.86268 1.50606
H -0.15600 0.20807 5.12985
H 0.05110 -2.42003 5.86666
C -4.58860 -1.10926 6.42171
C -5.45310 -1.45494 5.22695
O -4.81751 -1.03174 4.02973
H -4.40637 -0.03046 6.46548
H -5.06664 -1.42492 7.35325
H -3.61015 -1.59463 6.34531
H -6.42139 -0.95055 5.29619
H -5.62906 -2.53348 5.16883
H -3.96238 -1.49171 3.97334
C 2.24329 2.42127 -4.84627
C 1.76166 2.37792 -3.41084
O 0.41702 2.82831 -3.33663
H 2.17554 3.43909 -5.24425
H 3.28007 2.08131 -4.92011
H 1.61813 1.78777 -5.48397
H 2.37513 3.02914 -2.78128
H 1.81405 1.36103 -3.00990
H -0.12088 2.23842 -3.89224
C -2.83999 3.66498 6.35096
C -1.67448 2.93398 5.71729
O -1.97622 1.55156 5.59774
H -3.06131 3.25158 7.34044
H -2.62153 4.73152 6.45443
H -3.74560 3.54744 5.74693
H -0.77733 3.03549 6.33502
H -1.45535 3.33295 4.72211
H -2.76936 1.47169 5.04046
C 6.94896 0.05284 -4.30815
C 6.12408 1.27395 -3.95776
O 4.89491 0.87614 -3.36844
H 6.40262 -0.59431 -5.00217
H 7.89813 0.34225 -4.76776
H 7.15745 -0.54348 -3.41387
H 5.89936 1.85513 -4.85693
H 6.65827 1.91960 -3.25395
H 5.10526 0.36801 -2.56620
C -1.17138 3.25150 -8.44411
C -0.47969 2.01275 -7.91367
O -0.60610 1.95425 -6.50051
H -0.73836 4.15387 -8.00006
H -1.07920 3.31388 -9.53202
H -2.23392 3.24502 -8.17997
H 0.58585 2.03377 -8.16060
H -0.91574 1.10555 -8.34312
H -1.55572 1.92735 -6.29194
C 0.73887 -2.56093 -2.74978
C -0.18220 -1.70360 -3.59294
O -1.38950 -1.45160 -2.88913
H 0.25660 -3.51118 -2.49801
H 1.67258 -2.76817 -3.28005
H 0.97374 -2.06253 -1.80362
H -0.43202 -2.21455 -4.52746
H 0.28788 -0.74622 -3.83793
H -1.15758 -0.99013 -2.06496
```

**Highest occupied orbital energy**: -8.378 eV
**Kohn-Sham gap**: 0.2594 Ha

Electronic structure analysis, Löwdin charges in units of e: C -0.1785; C -0.7513; I 0.6669; C -0.7142; I 0.7056; C -0.1536; C 0.0566; C -0.1373; N 0.0396; C -0.0461; C -0.0599; N 0.0392; C -0.1320; C 0.0685; C -0.1460; O -0.1324; H 0.0884; H 0.0705; H 0.1001; H 0.0950; H 0.0969; H 0.0946; H 0.0982; H 0.1100; H 0.1102; H 0.1234; C -0.0864; C -0.3259; O -0.1029; H 0.0664; H 0.0741; H 0.0704; H 0.1124; H 0.1018; H 0.0558; C -0.0822; C -0.3326; O -0.1076; H 0.0827; H 0.0523; H 0.0569; H 0.1135; H 0.0982; H 0.0760; C -0.0940; C -0.3300; O -0.1241; H 0.0767; H 0.0735; H 0.0748; H 0.1150; H 0.0948; H 0.0890; C -0.0960; C -0.3268; O -0.1004; H 0.0784; H 0.0744; H 0.0723; H 0.1106; H 0.1089; H 0.0922; C -0.0939; C -0.3201; O -0.1068; H 0.0791; H 0.0745; H 0.0733; H 0.1140; H 0.1093; H 0.0951; C -0.0973; C -0.3218; O -0.0966; H 0.0752; H 0.0731; H 0.0571; H 0.1139; H 0.0971; H 0.0501



Entry 3:
Molecular formula: C23H46N4O7S2Si
Method: DFT, ωB97M-V with the def2-TZVPD basis set

Geometry as XYZ:
```
83
Properties=species:S:1:pos:R:3
C -6.22079 0.38477 -2.00679
C -5.44254 0.76997 -3.30733
C -4.10580 -0.01590 -3.34896
N -2.90364 0.76999 -3.13103
C -2.42354 0.93021 -1.76441
N -2.75209 -0.11832 -0.79913
C -2.22102 -1.26886 -0.85630
C -2.07597 -2.01315 0.45649
C -1.76964 -2.05699 -2.05431
C -3.19307 2.20687 -1.23505
S -2.92198 2.57382 0.52632
S -2.76140 3.58646 -2.31824
O -2.64138 4.74214 -1.49041
O -3.85108 3.75881 -3.21676
O -1.50095 3.28175 -3.22725
C -0.46701 2.36031 -2.81113
C 0.74511 3.22333 -2.40042
C 0.47487 4.56340 -1.68954
C 0.21468 4.52237 -0.18468
C 1.48723 4.50455 0.63034
O 2.31657 3.39959 0.28660
N -0.11937 1.72216 -4.12181
C 0.96887 1.17665 -4.20250
O 1.99952 0.58822 -4.23773
C -0.87903 1.20875 -1.86683
C -0.11400 1.11209 -0.53536
C 0.97489 0.02451 -0.53096
O 0.91995 -0.69273 0.70247
Si 1.93019 -2.02038 0.81481
C 3.74335 -1.50791 0.95398
C 1.81755 -3.22799 -0.63983
C 1.50958 -3.00585 2.36155
H -5.54364 -0.00870 -1.25010
H -6.97729 -0.36921 -2.20312
H -6.68619 1.26290 -1.56367
H -5.30381 1.84282 -3.27095
H -6.05087 0.43439 -4.13806
H -4.23086 -0.90240 -2.72323
H -4.03248 -0.40648 -4.36391
H -2.18953 0.45323 -3.76840
H -1.24349 -2.70610 0.39170
H -2.97670 -2.60053 0.63937
H -1.94718 -1.30282 1.25748
H -1.60762 -1.48380 -2.95927
H -0.85557 -2.59944 -1.83252
H -2.52169 -2.81326 -2.27490
H -4.25710 2.07982 -1.35684
H -2.71441 1.36925 1.08148
H 1.46040 2.68024 -1.78967
H 1.31480 3.53269 -3.27217
H 1.41221 5.11714 -1.79236
H -0.23880 5.18525 -2.21054
H -0.25684 5.47111 0.07151
H -0.48964 3.76503 0.14043
H 1.23852 4.52386 1.69305
H 1.99341 5.45788 0.44149
H 2.98931 3.35440 0.96740
H -0.59374 0.28798 -2.36899
H 0.40259 2.01193 -0.23145
H -0.74816 0.84775 0.29636
H 0.87019 -0.68385 -1.35922
H 1.95848 0.49835 -0.60541
H 4.15824 -1.28390 -0.02752
H 4.33156 -2.28019 1.43975
H 3.82203 -0.59045 1.53895
H 1.34997 -4.14941 -0.29311
H 2.81018 -3.50588 -0.98201
H 1.22669 -2.89389 -1.49004
H 1.94285 -2.58348 3.26466
H 1.91891 -4.00089 2.18495
H 0.42733 -3.12829 2.41519
C 5.10096 -5.20509 6.69505
N 4.01757 -4.55418 5.98080
C 3.82845 -3.22568 5.76932
C 4.85690 -2.27593 6.33521
O 2.85756 -2.83188 5.14275
H 5.61955 -5.88817 6.02035
H 4.69118 -5.78031 7.52684
H 5.81154 -4.48321 7.08122
H 3.29644 -5.13120 5.57792
H 4.57000 -1.25931 6.08580
H 4.90486 -2.36847 7.42076
H 5.83906 -2.47673 5.90553
```

**Highest occupied orbital energy**: -8.826 eV
**Kohn-Sham gap**: 0.3420 Ha
**SMILES string**: CCCN[C@]1(N=C(C)C)[C@@H](S)S(=O)(=O)O[C@](CCCCO)(N=C=O)[C@H]1CCO[Si](C)(C)C.CNC(C)=O

Electronic structure analysis, Löwdin charges in units of e: C -0.1057; C -0.1952; C -0.2070; N 0.0198; C -0.4596; N 0.1218; C -0.3580; C -0.0120; C -0.0077; C -0.5459; S 0.8317; S 0.6057; O -0.2836; O -0.2613; O -0.1451; C -0.3553; C -0.0885; C -0.1591; C -0.2007; C -0.2591; O -0.0617; N 0.1925; C -0.2886; O 0.1685; C -0.1244; C -0.1091; C -0.2235; O -0.2113; Si 0.4395; C -0.1605; C -0.1497; C -0.1510; H 0.0527; H 0.0643; H 0.0672; H 0.0764; H 0.0960; H 0.0964; H 0.1170; H 0.0988; H 0.0636; H 0.0905; H 0.0780; H 0.0719; H 0.0589; H 0.1014; H 0.0634; H -0.1262; H 0.1043; H 0.1273; H 0.1185; H 0.1016; H 0.1226; H 0.0502; H 0.1189; H 0.1155; H 0.0885; H 0.1099; H 0.0763; H 0.0813; H 0.0971; H 0.1203; H 0.0250; H 0.0292; H 0.0296; H 0.0286; H 0.0314; H 0.0017; H -0.0001; H 0.0332; H 0.0259; C -0.0758; N 0.0083; C -0.5371; C -0.0086; O 0.0207; H 0.0829; H 0.0832; H 0.0709; H 0.1406; H 0.0824; H 0.0846; H 0.0845



Entry 4:
Molecular formula: C23H47Br2NO8P2Si
Method: DFT, ωB97M-V with the def2-TZVPD basis set

Geometry as XYZ:
```
84
Properties=species:S:1:pos:R:3
C -4.02809 3.47219 1.10834
C -4.59008 4.41100 2.14089
Br -6.49977 4.28640 2.32322
C -3.88119 5.25993 2.88973
Br -4.82604 6.38681 4.13587
Si -1.99836 5.40450 2.80062
C -1.37627 7.10451 2.22243
C -2.30403 8.29620 2.56015
C -3.45443 8.51863 1.56770
C -2.92316 8.96043 0.19663
N -2.82694 7.89319 -0.79114
C -2.46083 8.10026 -2.09889
C -2.44023 6.90083 -2.75391
C -2.81636 5.87171 -1.82507
C -3.05313 6.56294 -0.66380
H -4.73092 2.63858 1.03013
H -4.02026 3.92090 0.11320
H -3.07130 3.03269 1.37084
H -1.49801 4.44638 1.79555
H -1.41599 5.10790 4.12692
H -0.43988 7.25913 2.76979
H -1.14075 7.10294 1.15690
H -1.67940 9.19698 2.54169
H -2.67773 8.21349 3.58180
H -4.11912 7.65820 1.50097
H -4.05292 9.34361 1.96319
H -3.50400 9.77267 -0.24464
H -1.92069 9.37384 0.35584
H -2.23081 9.05018 -2.55433
H -2.20359 6.70368 -3.78788
H -2.90580 4.80928 -1.96469
H -3.38568 6.10461 0.25525
C -5.05038 -1.93292 -0.48437
C -3.92990 -2.39523 -1.39836
O -2.73253 -1.65692 -1.18482
P -1.82483 -1.95765 0.13832
O -1.52045 -3.40807 0.08783
O -0.42167 -1.28276 -0.32250
C 0.78579 -2.04227 -0.40374
C 1.00868 -2.55878 -1.80866
O -2.20516 -0.55808 0.91822
C -2.88373 -0.58446 2.18356
C -2.35719 -1.64572 3.12774
H -4.84362 -2.21454 0.55331
H -5.99826 -2.38978 -0.77078
H -5.15551 -0.84803 -0.52140
H -3.74600 -3.46551 -1.27364
H -4.21366 -2.23102 -2.43807
H 0.78600 -2.85427 0.32227
H 1.59969 -1.36910 -0.12861
H 0.15127 -3.12638 -2.17140
H 1.89331 -3.19752 -1.84865
H 1.15006 -1.72702 -2.50116
H -3.95746 -0.71348 2.01944
H -2.74649 0.40073 2.63095
H -2.57136 -2.65154 2.74960
H -2.82422 -1.55238 4.10787
H -1.27535 -1.55966 3.24091
C 8.23662 -5.10342 0.05110
C 7.38441 -4.39584 -0.98681
O 6.77025 -5.31358 -1.88407
P 5.49166 -6.19634 -1.38469
O 4.49093 -5.20921 -0.91056
O 4.88550 -6.65226 -2.82217
C 3.55361 -6.31715 -3.20862
C 3.53135 -5.04201 -4.02377
O 6.29848 -7.62763 -1.30547
C 6.43164 -8.32550 -0.05654
C 5.15729 -8.32893 0.76304
H 7.60716 -5.65608 0.75617
H 8.82660 -4.38622 0.62283
H 8.91073 -5.81641 -0.42455
H 6.62914 -3.76942 -0.50498
H 8.01232 -3.74303 -1.59346
H 2.90151 -6.24311 -2.33883
H 3.18284 -7.14599 -3.81461
H 4.01775 -4.21910 -3.49958
H 2.50484 -4.75022 -4.25311
H 4.07086 -5.17917 -4.96232
H 7.25888 -7.89756 0.51652
H 6.71136 -9.34980 -0.30265
H 4.90605 -7.31914 1.10658
H 5.26956 -8.96114 1.64352
H 4.31743 -8.69396 0.16985
```

**Highest occupied orbital energy**: -8.247 eV
**Kohn-Sham gap**: 0.3169 Ha
**SMILES string**: C/C(Br)=C(/Br)[SiH2]CCCCn1cccc1.CCOP(=O)(OCC)OCC.CCOP(=O)(OCC)OCC

Electronic structure analysis, Löwdin charges in units of e: C -0.1574; C -0.8272; Br 0.6990; C -0.8275; Br 0.6764; Si 0.6574; C -0.3121; C -0.2860; C -0.1946; C -0.1306; N -0.1013; C -0.1097; C -0.1013; C -0.0741; C -0.1411; H 0.0545; H 0.0716; H 0.0506; H -0.0163; H -0.0279; H 0.0671; H 0.0629; H 0.1030; H 0.0615; H 0.0784; H 0.1136; H 0.1237; H 0.1230; H 0.1142; H 0.0888; H 0.0868; H 0.0756; C -0.0775; C -0.2869; O -0.1967; P 0.5364; O -0.2213; O -0.2048; C -0.2829; C -0.0695; O -0.1815; C -0.2818; C -0.0828; H 0.0631; H 0.0789; H 0.0815; H 0.1102; H 0.1182; H 0.1048; H 0.1163; H 0.0760; H 0.0661; H 0.0788; H 0.1009; H 0.1142; H 0.0719; H 0.0828; H 0.0883; C -0.0786; C -0.2872; O -0.1957; P 0.5372; O -0.2276; O -0.2036; C -0.2873; C -0.0785; O -0.1767; C -0.2759; C -0.0850; H 0.0628; H 0.0785; H 0.0844; H 0.1097; H 0.1182; H 0.1024; H 0.1157; H 0.0724; H 0.0746; H 0.0758; H 0.1001; H 0.1200; H 0.0707; H 0.0820; H 0.0876